DFT (the ωB97M-V functional and the def2-TZVPD basis) results for a structure of composition As2F12Na at a distorted geometry.

Values from the calculation:
* gap between HOMO and LUMO: 9.715 eV
* total charge: -1
* total energy: -158714.1222 eV

Atoms and positions in Å:
Na (1.82646, -0.61632, -2.31491)
As (-1.05735, 2.02587, -1.19755)
F (0.58810, 1.32328, -1.48368)
F (-0.53009, 3.69954, -1.51733)
F (-2.64781, 2.69652, -0.87124)
F (-1.72291, 0.44498, -0.99962)
F (-0.70782, 2.18789, 0.55271)
F (-1.38062, 1.89052, -2.91769)
As (0.82255, -1.97147, 1.53083)
F (1.01620, -3.58374, 0.83368)
F (2.41547, -1.95092, 2.26194)
F (0.46936, -0.41116, 2.32428)
F (-0.76041, -1.77577, 0.78908)
F (0.08040, -2.70078, 2.94622)
F (1.58846, -1.25842, 0.06328)

DFT (the ωB97M-V functional and the def2-TZVPD basis) results for a structure of composition C9H33B3NOSn at a distorted geometry.

Values from the calculation:
* gap between HOMO and LUMO: 7.885 eV
* total charge: -1
* total energy: -21261.3295 eV

Atoms and positions in Å:
Sn (-6.14078, 16.92510, 26.54881)
B (-7.76733, 17.25964, 29.06316)
H (-7.75133, 16.71258, 30.07134)
H (-6.72705, 17.76714, 28.95076)
H (-7.91641, 16.44785, 28.23935)
H (-8.58497, 18.06100, 28.94328)
B (-3.32550, 17.80594, 27.35411)
H (-4.25484, 18.29133, 27.86232)
H (-2.41942, 18.40898, 27.72421)
H (-3.25112, 16.71432, 27.70466)
H (-3.51679, 17.76987, 26.20987)
B (-5.28478, 14.75526, 28.54230)
H (-5.73832, 15.80125, 28.75546)
H (-6.17657, 14.02499, 28.49368)
H (-4.63478, 14.76574, 27.58466)
H (-4.60777, 14.45744, 29.42336)
C (-8.81029, 19.40972, 26.52218)
C (-7.92972, 20.13592, 25.49376)
N (-6.50223, 19.89558, 25.65079)
C (-5.84610, 20.34094, 24.42188)
C (-4.35300, 19.99103, 24.35421)
C (-5.99831, 20.73491, 26.76160)
C (-5.92103, 22.23371, 26.60853)
H (-8.71815, 18.32981, 26.39626)
H (-9.84121, 19.61454, 26.22156)
H (-8.66119, 19.69022, 27.56037)
H (-8.35957, 19.78714, 24.54926)
H (-8.16895, 21.20643, 25.45052)
H (-6.22004, 19.84218, 23.52313)
H (-5.94407, 21.39706, 24.14805)
H (-3.68933, 20.76598, 24.74557)
H (-4.07268, 19.11656, 24.94606)
H (-4.02778, 19.74707, 23.34179)
H (-4.96478, 20.42709, 26.93723)
H (-6.56276, 20.52030, 27.66888)
H (-6.86241, 22.73671, 26.35124)
H (-5.22661, 22.59268, 25.84598)
H (-5.68807, 22.78014, 27.52418)
C (-2.44826, 14.55006, 25.20874)
C (-3.88083, 14.10689, 25.11424)
O (-4.76716, 14.92597, 24.98938)
C (-4.13085, 12.63552, 24.93650)
H (-2.33739, 15.57677, 24.86088)
H (-1.81852, 13.97795, 24.52072)
H (-2.00486, 14.48999, 26.20245)
H (-5.10374, 12.29210, 25.28522)
H (-3.37144, 12.13256, 25.53431)
H (-4.13159, 12.46754, 23.85822)

DFT (the ωB97M-V functional and the def2-TZVPD basis) results for a cluster of 2 separate species, C5H12O2 in total.

Values from the calculation:
* gap between HOMO and LUMO: 9.368 eV
* structure (SMILES): C/C=C(/O)CC.O
* total energy: -9473.9768 eV

Atoms and positions in Å:
C (-1.35222, 1.14906, -1.46943)
C (-1.36697, 0.32627, -0.21322)
C (-0.37041, 0.10789, 0.64920)
O (-0.61304, -0.80572, 1.65385)
C (0.95270, 0.82319, 0.71614)
C (2.21076, -0.05533, 0.71366)
H (-0.35060, 1.24767, -1.90148)
H (-1.97828, 0.66029, -2.22443)
H (-1.75706, 2.15505, -1.31108)
H (-2.29510, -0.20019, 0.00145)
H (0.19218, -0.95422, 2.16301)
H (0.93119, 1.40866, 1.64626)
H (1.01063, 1.54917, -0.09992)
H (2.16456, -0.86647, 1.45107)
H (2.38400, -0.51367, -0.26499)
H (3.08850, 0.54946, 0.96417)
O (-0.92823, -2.32399, -1.14817)
H (-0.40710, -1.52031, -1.02234)
H (-1.38439, -2.37503, -0.29880)

DFT (the ωB97M-V functional and the def2-TZVPD basis) results for an isolated molecule of CH4N6O at a distorted geometry.

Values from the calculation:
* gap between HOMO and LUMO: 7.131 eV
* structure (SMILES): N/N=c1\nnon1N
* total energy: -12081.2787 eV

Atoms and positions in Å:
N (-1.28505, -1.88304, 0.05467)
N (-0.56090, -0.77253, -0.36900)
C (-0.19019, 0.28678, 0.29383)
N (-0.23431, 0.61169, 1.54192)
N (0.09443, 1.84807, 1.61053)
O (0.23159, 2.39952, 0.19938)
N (0.23233, 1.19263, -0.53305)
N (1.55016, 0.72615, -1.19513)
H (-1.89471, -1.73747, 1.06319)
H (-0.79091, -2.88514, -0.09405)
H (1.05248, 0.29859, -2.10946)
H (1.79509, -0.08525, -0.46283)

total energy of number 1 (As2F12Na)? -158714.1222 eV

Look up the total energy of the third one. -9473.9768 eV

Please write out number 1 again, unchanged.
DFT (the ωB97M-V functional and the def2-TZVPD basis) results for a structure of composition As2F12Na at a distorted geometry.

Values from the calculation:
* gap between HOMO and LUMO: 9.715 eV
* total charge: -1
* total energy: -158714.1222 eV

Atoms and positions in Å:
Na (1.82646, -0.61632, -2.31491)
As (-1.05735, 2.02587, -1.19755)
F (0.58810, 1.32328, -1.48368)
F (-0.53009, 3.69954, -1.51733)
F (-2.64781, 2.69652, -0.87124)
F (-1.72291, 0.44498, -0.99962)
F (-0.70782, 2.18789, 0.55271)
F (-1.38062, 1.89052, -2.91769)
As (0.82255, -1.97147, 1.53083)
F (1.01620, -3.58374, 0.83368)
F (2.41547, -1.95092, 2.26194)
F (0.46936, -0.41116, 2.32428)
F (-0.76041, -1.77577, 0.78908)
F (0.08040, -2.70078, 2.94622)
F (1.58846, -1.25842, 0.06328)

The highest total energy belongs to which entry? C5H12O2